1.
This record from the Open Molecules 2025 dataset describes the ion C17H28NO2 with charge +1. The level of theory is ωB97M-V with the def2-TZVPD basis set.

The geometry in XYZ format:
```
48
Properties=species:S:1:pos:R:3:forces:R:3
C 5.142380 0.286409 -0.428252 -0.023 -0.100 0.198
C 4.406259 -0.448896 0.687326 -0.094 0.046 -0.228
C 3.198197 -1.232138 0.180935 0.634 -0.362 0.426
N 2.143953 -0.347741 -0.384487 0.284 0.078 -0.356
C 1.450797 0.473158 0.656825 -0.294 0.681 0.484
C 1.783960 1.959180 0.559136 -0.085 -0.075 0.132
C 0.962694 2.743349 1.577134 0.111 -0.083 -0.142
C 1.200534 -1.095598 -1.286673 -0.329 -0.283 -0.467
C 0.219269 -1.980800 -0.497706 -0.127 -0.054 0.055
C -1.061296 -1.189055 -0.483254 0.055 0.277 -0.284
C -2.199594 -1.405825 0.268659 -0.097 0.034 -0.006
C -3.292942 -0.551435 0.144432 -0.108 -0.036 0.078
O -4.435076 -0.705783 0.870116 0.202 0.339 -0.323
C -4.575239 -1.828971 1.708419 -0.040 -0.205 0.177
C -3.225934 0.537504 -0.758598 0.186 0.040 -0.140
O -4.175398 1.470118 -0.988188 0.372 -0.067 0.003
C -5.487343 1.366865 -0.469743 -0.575 0.088 0.151
C -2.064182 0.730727 -1.508779 -0.240 -0.108 0.189
C -0.995771 -0.126564 -1.371372 0.019 -0.319 0.281
C 0.325357 -0.114972 -2.088860 -0.156 0.026 -0.045
H 4.552070 1.096648 -0.855114 -0.012 0.132 -0.085
H 6.053289 0.727835 -0.035059 0.065 0.106 -0.041
H 5.422856 -0.399228 -1.224462 0.036 -0.043 -0.124
H 5.087294 -1.168605 1.142749 -0.092 -0.025 0.068
H 4.111811 0.252218 1.468784 -0.012 -0.038 0.116
H 2.762369 -1.825671 0.985502 -0.134 0.070 -0.128
H 3.526880 -1.914823 -0.606158 -0.152 0.069 -0.023
H 2.642890 0.315249 -0.990459 -0.152 -0.120 0.069
H 0.373690 0.349567 0.538399 0.172 -0.084 0.004
H 1.727442 0.098625 1.642975 0.042 -0.112 -0.099
H 1.546672 2.329337 -0.440505 0.068 -0.040 -0.103
H 2.845454 2.132157 0.745514 0.079 -0.041 -0.107
H 1.178763 2.408602 2.588277 -0.004 -0.009 0.144
H 1.197553 3.801151 1.511689 -0.011 0.092 0.034
H -0.100316 2.616523 1.389111 -0.139 0.007 0.016
H 1.831065 -1.690355 -1.951296 0.056 0.131 0.161
H 0.574985 -2.220808 0.503879 0.085 -0.085 0.058
H 0.071314 -2.925476 -1.025076 0.144 -0.041 0.026
H -2.234440 -2.238236 0.951685 -0.085 -0.089 0.127
H -5.579870 -1.755770 2.120763 0.087 -0.061 0.006
H -4.482154 -2.763817 1.148037 0.013 0.034 0.011
H -3.849363 -1.814265 2.527356 -0.013 -0.007 -0.043
H -5.500249 1.446918 0.618079 -0.009 0.003 -0.124
H -5.967024 0.435275 -0.773514 0.030 0.069 0.016
H -6.024096 2.209592 -0.903600 0.021 -0.079 0.037
H -2.043712 1.562535 -2.193437 -0.044 0.158 -0.105
H 0.760543 0.882012 -2.163944 0.114 0.068 -0.066
H 0.193668 -0.486729 -3.107252 0.148 0.018 -0.027
```
Positions in Å, forces in eV/Å.

Its SMILES is CCC[NH+](CCC)C1Cc2cc(OC)c(OC)cc2C1. For the LUMO energy, the calculation gives -2.191 eV. Its total energy is -869.56276 Eh. As for the total charge: +1. Its spin multiplicity is 1. Its frontier orbital gap is 8.4 eV.


2.
This record from the Open Molecules 2025 dataset describes the ion C17H28NO2 with charge +1 in a non-equilibrium geometry. The level of theory is ωB97M-V with the def2-TZVPD basis set.

The geometry in XYZ format:
```
48
Properties=species:S:1:pos:R:3:forces:R:3
C 1.645758 -2.883247 -2.004836 1.111 4.251 -5.025
C 0.651309 -3.103691 -1.030893 2.306 2.149 5.496
C 0.192090 -1.593761 -0.362939 -4.535 -9.776 4.769
O 1.087306 -0.916867 0.316751 2.966 2.085 -1.830
C 1.830861 -1.445219 1.306518 1.691 9.312 3.543
C 1.061102 -0.801372 2.751408 4.061 1.155 -2.341
O 1.785859 -1.127589 3.870455 -10.739 -0.318 0.371
C 1.110645 0.721866 2.711136 1.633 0.785 -2.042
N 0.684012 1.277347 1.321033 -7.406 2.920 6.976
C -1.038093 1.447997 1.685895 -0.710 0.330 4.096
C -1.887203 2.052125 0.545213 12.855 -11.132 -2.384
C -1.236824 3.061529 -0.074936 -5.289 7.237 -1.076
C 0.118323 3.080130 -0.182261 4.916 0.198 -6.129
C 0.855552 2.654602 0.948219 8.523 -0.442 0.531
C -0.670473 -0.957398 -1.248462 -1.085 0.268 -0.917
C -2.120396 -1.194028 -1.353655 3.369 1.668 -3.287
C -2.560466 -0.542595 -2.528293 -3.553 -3.583 4.583
C -1.920442 0.384250 -3.276036 -6.076 0.311 -2.963
C -0.705828 0.651802 -3.129743 10.564 1.388 1.383
C 0.103876 -0.273850 -2.082543 -0.270 7.001 -4.604
H 2.073507 -3.742526 -2.471193 0.389 -0.625 -0.096
H 2.441709 -2.144972 -1.679115 -0.530 -1.157 -0.159
H 1.131624 -2.246665 -2.935753 1.351 -1.688 1.968
H 1.165236 -3.782477 -0.263106 -1.005 1.146 -0.193
H -0.132643 -3.643004 -1.344228 -3.298 -1.479 -1.187
H -0.660905 -1.962425 0.532533 1.970 0.245 -1.692
H 1.720481 -2.320632 1.614803 -0.730 -8.308 1.092
H 2.961143 -1.063101 1.424786 -2.530 -0.837 -0.938
H 0.075441 -1.157159 2.752250 -1.263 -0.986 0.456
H 2.609394 -1.200153 4.026477 9.373 -0.518 0.376
H 2.145969 0.968582 2.673515 1.341 -0.108 0.025
H 0.853486 1.301274 3.621230 -1.183 -0.352 -0.841
H 0.349139 0.639772 0.686786 0.786 -2.119 -2.704
H -1.366178 0.472719 2.173085 0.332 0.766 -1.532
H -1.103043 2.082647 2.685122 0.856 -0.545 -2.151
H -2.735673 2.022300 0.720823 -14.323 0.916 3.709
H -1.958300 0.993569 -0.109638 0.468 2.379 0.537
H -1.851664 3.521594 -0.888082 0.907 -0.732 -0.046
H -1.454442 3.797170 0.671200 -0.155 1.819 0.815
H 0.572892 3.986743 -0.666203 -0.697 -0.089 1.270
H 0.325732 2.475841 -1.078675 0.546 -0.937 0.286
H 2.080736 2.447343 0.676965 -2.721 1.808 0.098
H 0.937373 3.459316 1.711955 -0.609 -1.307 0.373
H -2.568301 -2.003361 -0.786993 -0.347 0.472 -0.029
H -3.624858 -0.702567 -2.681263 0.044 0.048 -0.559
H -2.585845 0.809723 -4.049701 0.755 0.261 0.393
H -0.148882 1.536618 -3.768963 -1.314 -2.614 1.726
H 1.245238 0.039908 -1.952380 -2.748 -1.266 -0.148
```
Positions in Å, forces in eV/Å.

Its SMILES is CC[C@@H](OC[C@@H](O)C[NH+]1CCCCC1)c1ccccc1. For the LUMO energy, the calculation gives -2.238 eV. Its total energy is -869.04794 Eh. As for the total charge: +1. Its spin multiplicity is 1. Its frontier orbital gap is 9.7 eV.


3.
This record from the Open Molecules 2025 dataset describes a structure of composition C17H28NO3PTc in a non-equilibrium geometry. The level of theory is ωB97M-V with the def2-TZVPD basis set.

The geometry in XYZ format:
```
51
Properties=species:S:1:pos:R:3:forces:R:3
Tc 0.211898 0.041613 0.068414 -2.645 0.399 0.415
C 0.749674 1.081802 1.644026 2.694 3.862 5.690
O 1.070878 1.698600 2.582637 -1.614 -2.909 -4.277
C 1.406493 -1.387419 0.450185 4.651 -5.171 1.289
O 2.126669 -2.288743 0.653311 -3.439 4.216 -0.938
C -0.533943 -1.051545 -1.373998 -2.359 -4.176 -5.780
O -0.966827 -1.740798 -2.210084 1.864 3.144 3.962
C 3.038691 2.079663 -0.524436 3.401 0.080 0.023
P 1.463158 1.422904 -1.263005 -1.102 1.820 -0.082
H 0.616437 3.289934 -2.441815 -0.089 0.023 0.243
H 2.709754 2.701790 0.327273 -0.924 0.007 -0.183
C 1.897031 1.004895 -3.017924 1.742 -1.123 -2.811
H 2.548946 1.836903 -3.338486 -0.183 0.032 0.514
C 3.855714 2.954821 -1.483775 -1.005 -0.377 -0.223
H 3.266550 3.756802 -1.944390 0.186 -0.013 0.141
H 4.322027 2.348399 -2.272111 0.153 0.152 0.234
H 4.666676 3.423350 -0.908083 0.043 0.035 0.016
C 3.912196 0.949420 0.029225 -0.829 -0.201 -0.358
H 4.341499 0.347185 -0.780310 0.209 0.084 0.268
C -1.141259 2.509925 -1.460611 0.260 -0.190 -0.571
H 3.362513 0.286210 0.705749 0.227 0.145 0.030
H 4.737042 1.407108 0.591660 0.060 -0.027 -0.077
C 0.613662 3.987558 -0.403452 0.235 0.156 0.220
H -1.436266 1.912254 -0.581106 -0.094 -0.110 0.387
H -1.732753 3.431056 -1.427542 -0.080 -0.317 0.097
H -1.434945 1.947786 -2.355237 0.048 0.098 0.186
C 0.343935 2.899431 -1.448124 0.078 -0.073 -0.264
H -0.162744 4.755797 -0.502677 0.214 -0.109 0.035
H 1.586005 4.471209 -0.551621 -0.262 -0.058 0.068
H 0.570747 3.591496 0.619229 -0.082 0.185 -0.093
C 0.691916 0.972622 -3.967991 -1.036 0.404 1.172
H -0.038083 0.206836 -3.674624 0.107 0.119 -0.384
H 1.069341 0.719880 -4.968121 0.209 -0.056 0.118
H 0.189300 1.943649 -4.038430 0.090 -0.273 -0.095
C 2.703298 -0.297928 -3.107881 -0.221 0.296 1.037
H 2.151938 -1.148574 -2.681749 0.107 0.070 -0.284
H 3.676710 -0.223291 -2.608827 -0.090 -0.098 -0.282
H 2.885583 -0.508181 -4.171113 0.094 0.024 0.056
H -3.333116 4.404557 -0.262499 -0.178 -0.081 0.164
H -3.801170 3.978941 0.138573 0.124 0.118 -0.122
C -3.582795 -1.211116 3.030909 -1.152 -0.762 1.068
C -2.747478 -2.185600 2.485581 1.877 -1.623 -1.354
C -1.749605 -1.815443 1.587094 -0.561 -1.157 0.791
N -1.539992 -0.520620 1.268606 0.045 0.748 0.029
C -2.331890 0.441015 1.801500 -0.663 0.030 0.419
C -3.375081 0.117967 2.663519 0.815 2.747 -1.010
H -4.367393 -1.475841 3.736455 -0.038 -0.033 0.018
H -2.836160 -3.237699 2.745300 -0.166 0.085 0.034
H -1.085816 -2.561052 1.134550 -0.387 0.204 0.241
H -2.108503 1.476911 1.541723 -0.206 -0.257 0.106
H -3.984429 0.928654 3.047673 -0.128 -0.092 0.116
```
Positions in Å, forces in eV/Å.

For the LUMO energy (spin up / spin down), the calculation gives -15.461 / -19.214 eV. Its total energy is -1365.30989 Eh. As for the total charge: +4. Its spin multiplicity is 4. Its frontier orbital gap (spin up / spin down) is 8.4 / 4.6 eV.


Question: Which value of total charge does entry 2 give?
Answer: +1